Entry a
A structure of composition C27H34AsClN6NaO9, computed with ωB97M-V/def2-TZVPD.

Geometry (Å):
Na -0.030 -0.191 -0.603
C -3.396 -3.405 0.145
C -2.685 -2.267 -0.264
N -1.698 -1.746 0.426
C -1.335 -2.336 1.579
C -1.989 -3.472 2.083
C -3.044 -4.006 1.324
C -1.577 -4.046 3.333
C -0.568 -3.502 4.043
C 0.130 -2.344 3.559
C 1.186 -1.749 4.274
C 1.814 -0.649 3.756
C 1.393 -0.158 2.507
N 0.416 -0.704 1.819
C -0.228 -1.768 2.331
H -4.192 -3.796 -0.474
H -2.924 -1.772 -1.199
H -3.560 -4.892 1.678
H -2.097 -4.926 3.693
H -0.261 -3.931 4.989
H 1.484 -2.169 5.228
H 2.622 -0.155 4.278
H 1.865 0.715 2.070
O -0.800 3.710 5.397
C -1.199 3.870 4.099
O -1.213 4.956 3.606
C -1.647 2.616 3.449
C -2.619 1.762 3.915
N -2.755 0.803 2.977
N -1.922 0.969 1.939
C -1.251 2.074 2.198
C -0.077 2.510 1.336
O 0.883 2.945 1.987
O -0.156 2.297 0.097
H -0.681 2.766 5.556
H -3.235 1.792 4.799
H -3.366 0.006 2.989
O 1.533 -2.949 -2.919
Cl 0.580 -2.722 -1.875
O -0.043 -3.947 -1.468
O -0.424 -1.770 -2.309
O 1.259 -2.127 -0.718
C -3.634 3.215 -0.934
C -3.382 1.766 -1.315
O -2.044 1.538 -1.707
H -4.678 3.365 -0.645
H -3.406 3.875 -1.772
H -3.001 3.504 -0.093
H -4.008 1.486 -2.167
H -3.650 1.111 -0.478
H -1.450 1.907 -1.007
C -0.229 0.756 -4.539
As 0.835 1.165 -2.941
C 0.824 3.115 -3.127
C 2.592 0.827 -3.750
H 0.103 1.344 -5.397
H -1.273 0.975 -4.318
H -0.131 -0.307 -4.759
H 1.364 3.425 -4.023
H 1.268 3.565 -2.240
H -0.215 3.441 -3.191
H 2.639 1.244 -4.758
H 2.761 -0.249 -3.793
H 3.363 1.275 -3.124
C 4.898 -1.659 1.526
C 4.357 -0.390 0.959
C 4.616 0.938 1.234
C 3.742 1.669 0.397
N 3.000 0.848 -0.331
N 3.404 -0.390 0.011
C 3.568 3.148 0.293
H 5.980 -1.603 1.647
H 4.671 -2.501 0.872
H 4.460 -1.872 2.504
H 5.337 1.329 1.933
H 2.900 -1.184 -0.369
H 4.447 3.668 0.677
H 2.688 3.455 0.862
H 3.415 3.439 -0.747

Total charge ... -1
E_LUMO ... 1.90 eV

***

Entry b
A structure of composition C27H34AsClN6NaO9, computed with ωB97M-V/def2-TZVPD.

Geometry (Å):
Na -0.470 0.201 0.619
C 2.580 4.091 0.479
C 1.586 3.110 0.322
N 1.743 1.857 0.690
C 2.910 1.502 1.258
C 3.970 2.402 1.448
C 3.776 3.732 1.038
C 5.196 1.957 2.054
C 5.344 0.680 2.455
C 4.278 -0.271 2.290
C 4.393 -1.602 2.726
C 3.332 -2.452 2.566
C 2.166 -1.955 1.961
N 2.033 -0.724 1.529
C 3.068 0.121 1.697
H 2.388 5.106 0.156
H 0.632 3.351 -0.134
H 4.572 4.455 1.178
H 5.995 2.677 2.186
H 6.265 0.346 2.918
H 5.313 -1.934 3.193
H 3.372 -3.481 2.897
H 1.301 -2.601 1.843
O 0.658 -1.220 -5.745
C 1.844 -0.981 -5.220
O 2.860 -0.995 -5.883
C 1.898 -0.736 -3.753
C 3.085 -0.546 -3.086
N 2.770 -0.361 -1.792
N 1.457 -0.414 -1.558
C 0.907 -0.633 -2.738
C -0.595 -0.770 -2.791
O -1.098 -1.122 -3.884
O -1.211 -0.492 -1.734
H -0.066 -1.178 -5.035
H 4.097 -0.534 -3.457
H 3.388 -0.187 -1.018
O -1.582 0.939 4.391
Cl -0.597 0.722 3.370
O 0.728 0.739 3.930
O -0.711 1.728 2.327
O -0.831 -0.585 2.731
C -1.011 4.188 -2.828
C -1.093 2.679 -2.815
O -0.774 2.219 -1.513
H -1.260 4.582 -3.816
H -0.002 4.522 -2.575
H -1.705 4.615 -2.099
H -0.396 2.255 -3.551
H -2.097 2.350 -3.106
H -0.964 1.255 -1.507
C -1.120 -4.383 1.408
As -1.022 -2.868 0.148
C 0.189 -3.724 -1.136
C -2.687 -3.248 -0.803
H -1.433 -5.296 0.898
H -1.829 -4.151 2.204
H -0.144 -4.551 1.867
H -0.048 -4.785 -1.216
H 1.223 -3.598 -0.814
H 0.072 -3.256 -2.113
H -2.667 -4.254 -1.224
H -2.799 -2.505 -1.591
H -3.523 -3.160 -0.108
C -5.493 -1.115 2.994
C -4.787 -0.264 1.993
C -5.193 0.815 1.243
C -4.048 1.221 0.519
N -3.019 0.442 0.800
N -3.492 -0.462 1.679
C -3.923 2.355 -0.446
H -6.500 -0.735 3.162
H -4.969 -1.116 3.952
H -5.578 -2.150 2.656
H -6.178 1.257 1.222
H -2.809 -1.011 2.181
H -4.863 2.904 -0.508
H -3.665 1.992 -1.441
H -3.135 3.043 -0.138

Total charge ... -1
E_LUMO ... 2.01 eV

***

Energetically preferred structure: entry b | next structure: +58.6 kJ/mol

***

Entry a
A structure of composition C2H7NOSi, computed with ωB97M-V/def2-TZVPD.

Geometry (Å):
C -0.272 1.320 -0.279
C 0.781 0.326 0.263
N 2.039 0.540 -0.283
O 3.032 -0.070 0.039
Si 0.140 -1.511 -0.120
H -0.536 0.992 -1.225
H -1.129 1.711 0.290
H 0.039 2.390 -0.488
H 0.633 0.504 1.685
H 0.884 -2.363 0.835
H -1.220 -1.211 0.010
H 0.463 -1.891 -1.496

E_LUMO ... -0.29 eV

***

Entry b
A cluster of 2 separate species, C2H7NOSi in total, computed with ωB97M-V/def2-TZVPD.

Geometry (Å):
C 2.647 0.901 -0.197
C 1.834 -0.073 0.075
N -2.242 -1.420 0.176
O -1.581 1.180 0.608
Si -1.269 -0.035 -0.450
H 3.664 0.755 -0.023
H 2.414 1.937 -0.221
H 2.154 -1.091 0.351
H -2.684 -1.612 1.012
H -2.637 -2.098 -0.567
H -0.911 1.479 1.124
H -1.390 0.077 -1.888

E_LUMO (alpha / beta) ... 0.12 / 0.11 eV

***

Entry c
A cluster of 2 separate species, C2H7NOSi in total, computed with ωB97M-V/def2-TZVPD.

Geometry (Å):
N 0.189 -2.042 1.587
Si 0.462 -0.547 2.149
H 0.869 -2.330 0.793
H -0.757 0.175 2.809
H 1.730 0.089 2.268
C -0.526 0.879 -1.969
C -0.165 0.422 -0.601
O 0.307 1.114 0.266
H 0.247 1.149 -2.543
H -1.146 1.808 -1.784
H -0.963 -0.077 -2.556
H -0.248 -0.640 -0.419

E_LUMO ... 0.48 eV
SMILES ... N=[SiH2].CC=O

***

Energetically preferred structure: entry c | next structure: +39.9 kJ/mol

***

Entry a
A cluster of 2 separate species, C4H10NO3 in total, computed with ωB97M-V/def2-TZVPD.

Geometry (Å):
C -1.908 0.578 0.667
N -0.538 0.453 0.436
C -0.418 -0.054 -1.976
C -0.217 -0.552 -0.538
C 1.161 -1.310 -0.288
O 2.388 -0.570 -0.351
O -2.927 -0.206 0.435
H -2.176 1.633 1.126
H 2.138 0.226 0.129
H -0.158 0.991 -2.002
H -1.374 -0.278 -2.315
H 0.313 -0.388 -2.614
H -0.976 -1.285 -0.352
H 1.189 -2.196 -0.984
H 1.275 -1.690 0.734
H 0.823 1.124 1.161
H 1.814 0.905 2.310
O 1.688 1.504 1.486

Total charge ... -1
E_LUMO ... 3.94 eV

***

Entry b
A structure of composition C4H10NO3, computed with ωB97M-V/def2-TZVPD.

Geometry (Å):
C 1.430 -0.534 0.029
N 0.926 0.716 -0.048
C 1.690 1.851 0.369
C -0.415 0.947 -0.516
C -1.611 0.746 0.545
O -2.468 -0.212 -0.018
O 2.606 -0.820 0.220
H 0.712 -1.361 -0.072
H 2.672 1.475 0.662
H 1.892 2.648 -0.348
H 1.251 2.338 1.248
H -0.519 1.970 -0.846
H -0.746 0.205 -1.257
H -2.150 1.720 0.514
H -1.340 0.183 1.454
H -0.971 -2.583 -0.900
H -1.936 -1.237 -0.250
O -1.714 -2.485 -0.393

Total charge ... -1
E_LUMO ... 3.49 eV

***

Energetically preferred structure: entry a | next structure: +61.5 kJ/mol

***

Entry a
A structure of composition C3H3N3O, computed with ωB97M-V/def2-TZVPD.

Geometry (Å):
O 2.156 -1.173 -0.284
C 1.174 -0.544 -0.036
N 1.011 0.872 -0.081
N -0.101 0.828 0.797
C -1.223 0.589 -0.078
C -1.218 -0.741 -0.095
N -0.015 -1.062 0.587
H 1.814 1.364 0.305
H -1.701 1.366 -0.661
H -1.906 -1.496 -0.455

E_LUMO (alpha / beta) ... -0.92 / -0.92 eV

***

Entry b
A cluster of 2 separate species, C3H3N3O in total, computed with ωB97M-V/def2-TZVPD.

Geometry (Å):
N -0.537 1.256 1.604
C 0.142 1.163 0.605
C 0.949 0.977 -0.433
C 1.012 -0.369 -1.009
O 0.516 -1.352 -0.500
H -1.531 1.458 1.527
H 1.524 1.798 -0.846
H 1.540 -0.448 -1.978
N -1.994 -1.752 0.666
N -1.601 -2.736 0.364

E_LUMO ... 0.55 eV
SMILES ... N=C=CC=O.N#N

***

Energetically preferred structure: entry b | next structure: +417.1 kJ/mol

***

Entry a
An isolated molecule of C3H3N3O, computed with ωB97M-V/def2-TZVPD.

Geometry (Å):
N 2.333 -0.941 0.980
C 1.255 -0.586 0.522
N -0.895 0.990 -1.850
N -1.612 1.061 -0.897
O -0.895 0.407 1.429
C -1.272 0.044 0.245
C 0.131 -0.312 -0.056
H 3.044 -0.218 1.043
H -2.061 -0.716 0.140
H -0.028 0.271 -1.557

E_LUMO (alpha / beta) ... -1.93 / -1.93 eV

***

Entry b
An isolated molecule of C3H3N3O, computed with ωB97M-V/def2-TZVPD.

Geometry (Å):
O -3.072 1.436 -0.186
C -2.095 0.966 -0.690
N -0.859 0.802 0.079
C 1.863 -2.139 0.885
N 1.555 -0.999 0.519
C 1.271 0.106 -0.019
N -0.006 0.298 -0.666
H -2.010 0.622 -1.737
H 1.682 -2.325 1.952
H 1.988 0.915 -0.099

E_LUMO ... -1.03 eV

***

Energetically preferred structure: entry b | next structure: +189.3 kJ/mol

***

Entry a
A cluster of 2 separate species, C3H3N3O in total, computed with ωB97M-V/def2-TZVPD.

Geometry (Å):
N -1.713 1.189 -0.631
C -0.658 0.869 -0.128
C 0.423 0.583 0.579
C 0.414 -0.598 1.455
O -0.258 -1.592 1.283
H -1.973 0.857 -1.556
H 1.300 1.217 0.515
H 1.067 -0.493 2.340
N 0.231 -0.901 -2.195
N 1.167 -1.131 -1.662

E_LUMO ... 0.56 eV
SMILES ... N=C=CC=O.N#N

***

Entry b
A structure of composition C3H3N3O, computed with ωB97M-V/def2-TZVPD.

Geometry (Å):
C 0.914 0.705 -0.059
C -0.341 -0.865 -0.282
C -0.459 0.521 -0.294
H 1.797 1.291 -0.586
H 1.067 0.764 1.229
H 1.350 -1.274 0.742
N 1.083 -0.868 -0.349
N -1.541 -1.174 -0.121
N -1.583 1.060 -0.254
O -2.287 -0.160 -0.025

E_LUMO ... 0.10 eV

***

Energetically preferred structure: entry a | next structure: +646.9 kJ/mol